Below is a cluster of 6 separate species, C20H22Cl21N2O3PSSi in total, with properties calculated with the ωB97M-V functional and the def2-TZVPD basis.

Geometry (Å):
C: 1.132 -3.823 0.192
Si: -0.077 -3.072 -1.136
C: -0.654 -4.502 -2.270
C: -1.590 -2.419 -0.103
O: 0.805 -1.810 -1.937
C: 0.400 -1.670 -3.346
C: 0.469 -0.090 -3.673
C: 0.338 0.664 -2.243
N: 1.560 1.089 -1.650
C: 1.245 1.683 -0.378
C: 2.480 2.187 0.485
C: 2.351 2.815 1.891
C: 0.915 2.963 2.494
C: 0.789 3.595 3.984
C: 0.747 2.302 4.990
O: 1.135 1.077 4.269
C: -0.332 2.521 1.690
P: -2.013 2.808 2.512
O: -2.600 4.267 1.757
Cl: -3.385 1.262 2.078
C: -0.152 1.866 0.256
N: -1.352 1.455 -0.419
C: -1.103 0.838 -1.676
S: -2.612 0.222 -2.588
H: 1.150 -4.962 0.131
H: 0.765 -3.531 1.247
H: 2.143 -3.315 0.032
H: -0.576 -5.484 -1.660
H: -0.111 -4.581 -3.271
H: -1.786 -4.382 -2.488
H: -1.555 -1.290 0.071
H: -1.558 -2.906 0.947
H: -2.600 -2.742 -0.557
H: -0.667 -2.026 -3.544
H: 1.189 -2.203 -4.006
H: -0.290 0.279 -4.440
H: 1.508 0.153 -4.082
H: 3.542 2.081 0.056
H: 3.306 3.146 2.414
H: -0.138 4.247 4.103
H: 1.779 4.118 4.201
H: 1.519 2.399 5.845
H: -0.291 2.109 5.421
H: 2.055 0.832 4.535
H: -3.377 4.046 1.178
H: -2.311 0.007 -3.925
Cl: -2.973 -2.797 -5.092
C: -2.634 -4.351 -5.887
Cl: -3.265 -5.675 -4.885
Cl: -3.419 -4.388 -7.480
Cl: -0.879 -4.543 -6.090
Cl: -1.139 5.923 6.983
C: -2.175 6.837 5.863
Cl: -3.668 7.319 6.696
Cl: -1.311 8.288 5.309
Cl: -2.578 5.818 4.466
Cl: 6.354 -4.012 -1.534
C: 5.457 -2.747 -0.666
Cl: 6.342 -1.210 -0.779
Cl: 3.847 -2.558 -1.390
Cl: 5.287 -3.207 1.042
Cl: -2.548 2.266 7.527
C: -2.731 0.634 6.848
Cl: -2.828 0.738 5.078
Cl: -1.330 -0.359 7.307
Cl: -4.216 -0.109 7.481
Cl: 1.823 0.835 -6.954
C: 1.631 -0.802 -7.618
Cl: 1.513 -0.712 -9.388
Cl: 3.036 -1.792 -7.167
Cl: 0.153 -1.540 -6.963

Atomic forces in eV per Å
-0.1 0.7 0.4
0.4 -0.2 1.5
-1.1 -0.5 -0.3
-0.6 -0.1 0.5
-1.6 -1.8 -1.1
0.6 1.1 -0.4
0.8 0.4 1.4
0.5 0.5 -0.4
-6.3 0.2 1.6
1.2 0.9 2.2
-1.9 0.9 2.4
-2.8 -1.9 -3.8
-0.9 -0.5 -2.2
0.6 -1.9 -0.6
0.6 -0.3 0.2
0.6 0.6 1.0
3.5 -0.3 -1.3
0.8 1.7 0.3
-0.6 -2.6 -0.3
0.6 0.7 -0.7
0.7 0.1 0.2
3.5 -1.2 -3.0
2.4 1.4 1.8
0.7 0.4 0.7
0.3 1.6 0.0
0.6 -0.5 -1.6
-1.4 -1.3 0.5
0.1 1.5 -1.1
-0.7 -0.1 1.4
1.8 -0.1 0.2
-0.2 -1.5 -0.3
0.1 0.7 -1.7
1.5 0.8 0.6
1.5 0.2 0.3
-1.6 0.6 1.0
0.9 -0.6 1.1
-1.4 -0.3 0.7
-2.0 0.1 0.6
-1.7 -0.4 -0.6
1.5 -0.8 -0.1
-1.6 -0.3 -0.4
-1.5 0.3 -1.2
1.4 0.5 -0.7
-1.3 0.4 -0.4
1.0 0.4 0.5
0.6 0.5 1.2
0.0 -0.2 -0.1
0.0 -0.2 0.0
0.1 0.3 -0.2
0.1 0.0 0.3
-0.4 -0.1 0.1
-0.1 0.1 -0.1
-0.1 0.0 -0.1
0.3 -0.1 -0.1
-0.1 -0.2 0.1
0.1 0.2 0.3
-0.1 0.2 0.1
-0.1 0.0 -0.1
-0.1 -0.2 0.0
0.6 0.2 -0.1
0.0 0.1 -0.3
0.0 -0.2 -0.1
0.0 -0.1 -0.1
-0.1 -0.1 0.6
-0.2 0.2 -0.1
0.2 0.1 -0.1
0.0 -0.3 -0.1
0.0 0.1 -0.1
0.0 0.0 0.3
-0.3 0.2 0.0
0.3 0.2 -0.2

## Properties
Highest occupied orbital energy: -8.5 eV
Total energy: -321186.3293 eV
Orbital gap: 7.539 eV
Strongest force on any atom: 6.50 eV/Å
Structure (SMILES): C[Si](C)(C)OCCc1nc2ccc(CCO)c(P(O)Cl)c2nc1S.ClC(Cl)(Cl)Cl.ClC(Cl)(Cl)Cl.ClC(Cl)(Cl)Cl.ClC(Cl)(Cl)Cl.ClC(Cl)(Cl)Cl


Below is a structure of composition C20H22F3MgN5O2S, with properties calculated with the ωB97M-V functional and the def2-TZVPD basis.

Geometry (Å):
Mg: 0.731 0.026 0.214
C: 0.531 0.691 3.362
C: -0.004 -0.702 3.043
N: 0.694 -1.316 1.904
C: 2.077 -1.764 2.132
C: 3.102 -0.623 2.084
N: 2.816 0.388 1.047
C: 3.067 1.768 1.467
C: 1.826 2.415 2.148
N: 0.678 1.517 2.160
H: -0.133 1.157 4.097
H: 1.504 0.618 3.845
H: 0.072 -1.328 3.941
H: -1.057 -0.632 2.765
H: 0.149 -2.108 1.584
H: 2.177 -2.287 3.091
H: 2.308 -2.469 1.333
H: 3.152 -0.115 3.046
H: 4.087 -1.067 1.925
H: 3.351 0.174 0.216
H: 3.936 1.828 2.130
H: 3.313 2.336 0.569
H: 2.085 2.753 3.157
H: 1.545 3.302 1.581
H: -0.181 2.014 1.974
F: 2.314 -2.711 -4.471
C: 1.727 -3.632 -3.697
F: 1.246 -4.578 -4.535
F: 2.688 -4.228 -2.978
C: 0.630 -3.059 -2.839
C: -0.662 -3.507 -3.009
C: -1.688 -2.996 -2.220
C: -1.353 -2.041 -1.287
N: -0.109 -1.587 -1.116
C: 0.909 -2.066 -1.868
S: 2.460 -1.398 -1.549
H: -0.871 -4.260 -3.756
H: -2.709 -3.331 -2.327
H: -2.104 -1.612 -0.634
O: 0.249 1.639 -1.033
C: -0.955 1.536 -0.720
N: -1.346 0.702 0.262
C: -2.725 0.770 0.376
O: -3.400 0.169 1.182
C: -3.226 1.787 -0.626
C: -4.494 2.241 -0.911
C: -4.617 3.183 -1.932
C: -3.505 3.642 -2.631
C: -2.225 3.176 -2.332
C: -2.120 2.248 -1.319
H: -5.355 1.875 -0.368
H: -5.597 3.564 -2.192
H: -3.638 4.371 -3.419
H: -1.353 3.525 -2.869

Atomic forces in eV per Å
0.3 -0.2 -0.1
0.0 0.0 0.0
0.0 0.0 -0.1
0.1 -0.1 0.1
0.0 0.0 0.0
0.0 0.0 0.0
0.0 0.0 0.1
0.0 0.0 0.0
0.0 0.0 0.0
0.0 -0.1 0.0
0.0 0.0 0.0
0.0 0.0 0.0
0.0 0.0 0.0
0.0 0.0 0.0
0.0 0.0 0.0
0.0 0.0 0.0
0.0 0.0 0.0
0.0 0.0 0.0
0.0 0.0 0.0
0.0 0.0 0.0
0.0 0.0 0.0
0.0 0.0 0.0
0.0 0.0 0.0
0.0 0.0 0.0
0.0 0.0 0.0
0.0 0.1 0.0
0.0 0.0 0.0
-0.1 -0.1 0.0
0.1 0.0 0.1
0.0 0.0 0.0
0.0 0.0 0.0
0.0 0.0 0.0
0.0 0.0 0.0
0.0 0.0 0.0
0.1 0.0 0.1
-0.1 0.0 0.0
0.0 0.0 0.0
0.0 0.0 0.0
0.0 0.0 0.0
0.0 0.1 0.1
0.0 0.1 -0.1
-0.4 0.1 -0.2
0.1 0.4 0.3
0.0 -0.2 -0.1
0.0 -0.1 -0.1
0.0 0.0 0.0
0.0 0.0 0.0
0.0 0.0 0.0
0.0 0.0 0.0
0.0 0.0 0.0
0.0 0.0 0.0
0.0 0.0 0.0
0.0 0.0 0.0
0.0 0.0 0.0

## Properties
ΔE to the lowest compared entry with this formula, charge and spin: 0.8 kJ/mol
Highest occupied orbital energy: -7.4 eV
Total energy: -57080.6641 eV
Orbital gap: 7.418 eV
Strongest force on any atom: 0.50 eV/Å


Below is an isolated molecule of C20H22F3N3O2, with properties calculated with the ωB97M-V functional and the def2-TZVPD basis.

Geometry (Å):
N: 3.967 -0.020 7.275
C: 4.040 -1.085 6.446
O: 4.100 -2.180 7.003
C: 3.881 -0.870 5.000
C: 3.333 0.310 4.454
C: 3.089 0.377 3.085
C: 3.483 -0.686 2.258
O: 3.274 -0.694 0.887
C: 2.034 -0.298 0.440
C: 0.819 -0.666 1.045
C: -0.358 -0.147 0.553
C: -0.364 0.661 -0.600
C: 0.873 1.019 -1.258
C: 2.059 0.536 -0.686
C: 0.853 1.932 -2.467
C: 0.023 1.459 -3.665
C: -0.965 0.295 -3.377
N: -2.046 0.537 -2.415
C: -3.374 0.904 -2.927
C: -4.016 -0.238 -3.741
C: -4.172 -1.545 -2.970
C: -5.156 -1.552 -1.760
F: -4.578 -0.961 -0.670
F: -6.293 -0.870 -1.996
F: -5.516 -2.842 -1.465
C: -1.651 1.222 -1.161
N: 4.133 -1.743 2.781
C: 4.272 -1.857 4.107
H: 3.871 0.879 6.874
H: 3.945 -0.204 8.293
H: 3.030 1.199 5.046
H: 2.710 1.281 2.665
H: 0.803 -1.362 1.890
H: -1.309 -0.406 1.049
H: 3.028 0.798 -1.116
H: 1.904 2.060 -2.827
H: 0.510 2.902 -2.166
H: -0.518 2.300 -4.110
H: 0.689 1.099 -4.462
H: -0.294 -0.577 -3.055
H: -1.396 -0.004 -4.291
H: -4.032 1.212 -2.101
H: -3.246 1.726 -3.604
H: -3.465 -0.490 -4.644
H: -5.034 0.082 -4.044
H: -4.470 -2.350 -3.660
H: -3.166 -1.825 -2.623
H: -1.544 2.309 -1.356
H: -2.454 1.108 -0.431
H: 4.693 -2.734 4.494

Atomic forces in eV per Å
0.1 0.2 0.5
-0.7 -1.2 2.4
0.4 -0.2 -1.3
-0.2 1.0 -0.7
-0.2 -0.1 -0.2
0.6 -0.2 0.1
0.6 -0.9 1.1
0.4 -0.4 1.4
-0.8 0.8 -0.4
1.2 -0.3 0.3
-0.6 0.4 -1.0
1.0 0.5 -0.3
-1.0 -0.9 1.4
-0.4 0.0 -0.2
1.3 -0.6 -0.3
-0.7 -0.4 -0.4
1.3 -0.1 1.5
0.1 -0.5 0.9
1.0 -0.8 -0.3
-1.3 0.1 0.8
0.1 -0.6 0.4
1.0 -0.1 -0.9
-0.5 -0.7 -0.4
0.2 -0.2 0.0
0.4 1.2 0.2
-0.1 -0.1 -0.9
-0.8 0.3 -0.8
-0.7 1.6 -0.9
0.0 0.8 0.3
0.0 0.3 -1.3
0.3 -0.9 -0.3
-0.4 0.4 -0.3
0.1 0.4 -0.3
0.5 0.2 -0.4
-0.3 -0.1 0.1
-0.7 0.0 0.5
-0.2 0.6 0.3
0.0 0.0 0.1
-0.1 0.0 0.2
-1.1 0.9 -0.1
-0.6 -0.4 -1.1
0.3 -0.2 -0.2
-0.3 1.0 -0.5
0.1 0.3 -0.1
0.6 0.0 -0.1
-0.2 0.3 0.3
-0.4 0.0 0.4
0.1 -0.2 0.2
0.0 -0.1 -0.1
0.7 -1.2 0.3

## Properties
ΔE to the lowest compared entry with this formula, charge and spin: 80.9 kJ/mol
Highest occupied orbital energy: -8.3 eV
Total energy: -37815.2404 eV
Orbital gap: 8.591 eV
Strongest force on any atom: 2.75 eV/Å
Structure (SMILES): NC(=O)c1ccc(Oc2ccc3c(c2)CCCN(CCCC(F)(F)F)C3)nc1


Below is a structure of composition C20H22F4N2O2PdTe, with properties calculated with the ωB97M-V functional and the def2-TZVPD basis.

Geometry (Å):
Pd: 0.206 -1.115 -1.969
C: -2.358 -0.780 -3.968
N: -2.027 -0.615 -2.555
C: -2.926 -1.414 -1.721
C: -2.048 0.787 -2.129
C: -0.955 1.622 -2.769
N: 0.301 0.910 -2.676
C: 1.482 1.532 -2.839
C: 2.671 0.775 -2.730
F: 2.529 -0.564 -2.533
C: 3.934 1.307 -2.800
F: 4.997 0.503 -2.668
C: 4.122 2.661 -3.004
C: 2.987 3.433 -3.161
F: 3.125 4.750 -3.371
C: 1.714 2.904 -3.109
F: 0.677 3.747 -3.318
H: -3.370 -0.407 -4.174
H: -2.311 -1.835 -4.231
H: -1.649 -0.236 -4.589
H: -3.956 -1.037 -1.775
H: -2.588 -1.401 -0.685
H: -2.917 -2.449 -2.061
H: -1.886 0.791 -1.050
H: -3.027 1.243 -2.339
H: -0.928 2.574 -2.232
H: -1.193 1.848 -3.816
H: 5.108 3.098 -3.029
Te: 0.043 -3.558 -1.442
C: 0.028 -0.069 6.561
C: 0.016 -0.417 5.098
C: -0.972 0.072 4.254
C: -0.995 -0.260 2.905
C: -2.051 0.289 1.984
C: -0.007 -1.105 2.405
C: 1.002 -1.602 3.225
C: 2.069 -2.499 2.662
C: 0.997 -1.246 4.568
C: -0.014 -1.423 0.922
O: -0.519 -2.510 0.531
O: 0.483 -0.537 0.182
H: -0.640 0.765 6.773
H: 1.034 0.193 6.888
H: -0.301 -0.925 7.152
H: -1.739 0.729 4.650
H: -2.801 0.855 2.534
H: -2.545 -0.523 1.447
H: -1.586 0.947 1.248
H: 2.533 -2.038 1.789
H: 1.631 -3.446 2.343
H: 2.839 -2.700 3.404
H: 1.779 -1.624 5.218

Atomic forces in eV per Å
-0.7 2.2 -1.6
0.1 0.1 -0.1
0.6 -0.6 0.2
-0.2 -0.1 0.0
0.2 0.3 0.1
0.0 0.0 0.1
-0.2 -1.3 0.2
0.5 0.3 0.2
-0.2 0.1 0.0
0.3 -0.1 0.1
-0.1 0.1 -0.1
0.0 -0.1 0.0
0.0 0.0 0.0
0.1 -0.2 0.0
-0.1 0.1 0.0
-0.1 -0.2 0.1
0.0 0.0 0.0
0.0 0.0 0.0
0.0 0.0 0.0
0.0 0.0 0.0
0.0 0.1 0.0
0.0 0.1 -0.1
0.0 0.0 0.0
-0.1 0.0 0.0
0.0 -0.1 0.0
-0.1 0.0 0.0
0.0 0.1 0.0
0.0 0.0 0.0
-0.4 0.8 1.6
0.0 -0.1 -0.1
0.0 0.1 0.0
0.0 -0.1 0.0
0.0 0.0 0.0
0.1 0.0 0.0
-0.4 -0.2 -0.2
0.0 -0.1 0.0
-0.1 0.0 0.0
-0.1 0.0 -0.1
1.1 1.7 0.0
-0.2 -2.0 -0.5
-0.3 -0.9 0.1
0.0 0.0 0.0
0.0 0.0 0.0
0.0 0.0 0.1
0.0 0.0 0.0
0.0 0.0 0.0
-0.1 0.1 0.0
-0.1 0.0 0.0
0.1 0.0 0.0
0.1 0.0 0.0
0.0 0.0 0.0
0.0 0.0 0.0

## Properties
Highest occupied orbital energy (spin up / spin down): -7.4 / -7.3 eV
Total energy: -49813.3668 eV
Orbital gap (spin up / spin down): 5.586 / 5.238 eV
Strongest force on any atom: 2.76 eV/Å